{
  "formula": "C6H11BrN",
  "method": "the ωB97M-V functional and the def2-TZVPD basis",
  "s2": 2.01,
  "max_force_ev_per_a": 11.43,
  "charge": 1,
  "relative_energy_kcal_mol": 74.3,
  "orbital_gap_ha": [0.2741, 0.2865],
  "multiplicity": 3,
  "elements": ["C", "C", "C", "C", "C", "C", "N", "Br", "H", "H", "H", "H", "H", "H", "H", "H", "H", "H", "H"],
  "positions_angstrom": [[1.26, -2.14, 1.44], [1.01, -1.05, 1.90], [-1.16, 1.05, 1.50], [-0.53, 1.13, 0.37], [-1.14, -0.27, -1.49], [1.19, 0.28, -1.05], [-0.10, 0.07, -0.51], [-0.19, 2.85, -0.39], [1.60, -3.04, 0.91], [0.92, -0.18, 2.38], [-1.70, 0.30, 1.94], [-1.53, 2.08, 1.85], [-1.62, 0.53, -1.96], [-0.68, -0.80, -2.31], [-1.93, -0.85, -1.04], [1.44, -0.64, -1.75], [1.19, 1.16, -1.65], [1.89, 0.24, -0.33], [0.07, -0.69, 0.19]]
}